ORCA calculation (ωB97M-V/def2-TZVPD) on 2 unconnected molecules or ions with the total composition C6H14N2O2.

Values from the calculation:
frontier orbital gap = 10.2 eV
SMILES = CNC(C)=O.CNC(C)=O
energy above the lowest of the compared OMol25 structures with the same formula, charge and spin = 32.8 kcal per mole
highest occupied orbital energy = -9.718 eV
E = -13524.200 eV

ORCA input file:
```
! RIJCOSX wB97M-V def2-TZVPD def2/J DEFGRID3
* xyz 0 1
C -2.20583 0.90468 -0.43427
N -2.00631 0.48638 0.92155
C -2.10753 -0.83563 1.27758
C -1.61759 -1.11797 2.67046
O -2.50509 -1.68611 0.51395
H -2.11228 1.96556 -0.64801
H -1.29550 0.70531 -1.06418
H -2.93858 0.28518 -0.93638
H -1.62882 1.08290 1.61078
H -2.33480 -0.76697 3.44258
H -1.47714 -2.14158 2.99416
H -0.79823 -0.45734 2.95141
C 1.97286 2.09923 -0.06864
N 1.99937 0.64528 -0.10987
C 2.11657 0.01643 -1.34074
C 2.01255 -1.44828 -1.46071
O 2.35087 0.72166 -2.31577
H 1.27458 2.51966 0.64638
H 2.96833 2.51150 0.11505
H 1.76145 2.42744 -1.08649
H 1.42004 0.25570 0.61116
H 3.01098 -1.89739 -1.48012
H 1.52901 -1.87219 -0.57378
H 1.53550 -1.84438 -2.35068
*
```